Molecular formula: C46H57N3O4S7Sr
Method: DFT, ωB97M-V/def2-TZVPD

Each line ends with the Löwdin charge.
Positions of all 118 atoms, in Å:
Sr -0.40446 -0.61278 -0.43684  1.2798
C 2.20601 2.23989 3.80315  -0.5141
C 0.79812 2.79698 3.60055  -0.5194
S 0.30786 3.04160 1.87833  0.8589
C 1.29240 4.51111 1.50122  -0.5260
C 1.20082 4.88154 0.02508  -0.5506
S 1.64171 3.61078 -1.18685  0.8125
C 3.42381 3.45683 -0.90643  -0.5376
C 3.84775 2.50185 0.20389  -0.5432
S 3.29118 0.82002 -0.14121  0.8332
C 4.19852 -0.05439 1.15309  -0.5459
C 4.06256 0.51182 2.56749  -0.5230
S 2.33943 0.56843 3.11809  0.8993
H 2.41685 2.22629 4.87455  0.0794
H 2.95041 2.88649 3.33276  0.0541
H 0.70028 3.74452 4.13585  0.0826
H 0.06100 2.11356 4.02323  0.0550
H 2.33390 4.34773 1.78091  0.0565
H 0.93660 5.36649 2.08273  0.0852
H 1.81530 5.76500 -0.16295  0.0787
H 0.17329 5.14844 -0.22565  0.0462
H 3.81964 4.45519 -0.70699  0.0808
H 3.84654 3.12532 -1.85630  0.0664
H 3.45447 2.83627 1.16313  0.0321
H 4.94031 2.51021 0.26193  0.0918
H 5.25900 -0.09888 0.89102  0.0809
H 3.80663 -1.07145 1.11367  0.0342
H 4.48670 1.51549 2.61769  0.0609
H 4.65534 -0.11280 3.23855  0.0755
C 1.82915 1.69298 -8.26136  -0.0507
C 1.35894 0.92610 -7.05705  -0.2703
C 1.77973 1.27080 -5.77590  -0.0319
C 1.35731 0.55247 -4.66752  -0.0491
C 0.49766 -0.52199 -4.83860  -0.2798
C 0.07036 -0.88836 -6.10634  -0.0462
C 0.50074 -0.16220 -7.20433  -0.0349
S -0.08134 -1.40853 -3.41469  0.5324
O -1.14592 -0.57863 -2.82440  -0.4645
O -0.50112 -2.70871 -3.87661  -0.3049
N 1.05156 -1.36825 -2.32788  -0.2692
C 2.14112 -2.23194 -2.34737  -0.4126
C 2.51863 -3.01670 -3.44816  -0.0200
C 3.61239 -3.85073 -3.32089  -0.0751
C 4.30034 -3.90454 -2.11712  -0.0850
C 3.84502 -3.10066 -1.08772  -0.1540
N 2.80118 -2.28235 -1.18372  0.1043
H 2.39222 2.57940 -7.97246  0.0737
H 0.98759 2.01216 -8.87776  0.0813
H 2.47476 1.07551 -8.88850  0.0843
H 2.45441 2.10820 -5.64249  0.1119
H 1.70440 0.81193 -3.67419  0.1099
H -0.58883 -1.73794 -6.22441  0.1148
H 0.16611 -0.44905 -8.19453  0.1164
H 1.96127 -2.98802 -4.37206  0.0982
H 3.92353 -4.45881 -4.16160  0.1059
H 5.15775 -4.54737 -1.97634  0.0957
H 4.35108 -3.11514 -0.12696  0.1000
N 0.14363 -4.56384 -0.75869  0.1658
C -0.25732 -3.53787 -0.40063  -0.0095
H 0.48540 -5.45266 -1.05213  0.0987
C -5.65584 -0.00087 0.42928  -0.2284
S -4.15284 -0.38222 1.36377  0.8778
O -4.62564 -0.70662 2.73095  -0.5054
C -3.82089 -1.92593 0.51174  -0.3902
C -3.88217 -3.10983 1.22157  -0.0641
C -3.66902 -4.30599 0.54763  -0.0643
C -3.39871 -4.30615 -0.81277  -0.0980
C -3.31148 -3.10828 -1.51194  -0.0887
C -3.52185 -1.90984 -0.84688  -0.1270
H -6.34667 -0.83899 0.50312  0.0643
H -5.40794 0.20623 -0.61147  0.0449
H -6.08361 0.88483 0.89730  0.0480
H -4.09818 -3.07386 2.28177  0.1082
H -3.70645 -5.24023 1.09318  0.1085
H -3.23008 -5.24205 -1.32986  0.1053
H -3.05834 -3.10034 -2.56443  0.1065
H -3.46053 -0.97129 -1.39128  0.0990
C -1.36358 -0.30963 7.38353  -0.1121
C -0.29687 -0.90473 6.72201  -0.0884
C -0.23530 -0.89418 5.33642  -0.0495
C -1.24282 -0.29050 4.57761  -0.2333
C -2.30376 0.31241 5.25770  -0.0489
C -2.36753 0.29946 6.64315  -0.0973
C -1.19225 -0.22257 3.09449  -0.1951
C -0.63583 -1.07927 2.22571  -0.2040
C -0.07587 -2.37505 2.60945  -0.3284
C 1.20998 -2.75999 2.19640  -0.1170
C 1.71286 -4.02550 2.45179  -0.1127
C 0.93372 -4.97533 3.10104  -0.1196
C -0.35323 -4.62475 3.49708  -0.0947
C -0.84542 -3.35124 3.26409  -0.0564
H -1.41070 -0.32035 8.46542  0.0919
H 0.49604 -1.37838 7.28872  0.0975
H 0.60642 -1.34836 4.83064  0.0933
H -3.09914 0.76630 4.67776  0.1007
H -3.20713 0.76281 7.14754  0.0953
H -1.68975 0.67080 2.70360  0.0596
H 1.81346 -2.05200 1.63596  0.0696
H 2.71456 -4.27866 2.12077  0.0921
H 1.31705 -5.96926 3.29452  0.0874
H -0.97563 -5.35143 4.00737  0.0961
H -1.84232 -3.08240 3.59444  0.1124
C -3.44932 3.63475 1.10526  -0.1316
C -3.34313 3.57332 -0.41125  -0.3697
S -1.72583 2.92582 -0.86429  0.8570
O -1.75207 1.51636 -0.34745  -0.6742
C -1.94980 2.78690 -2.64660  -0.3801
C -1.81011 4.12617 -3.35395  -0.1229
H -4.45494 3.93783 1.39617  0.0801
H -2.73661 4.34474 1.52526  0.0662
H -3.24292 2.65590 1.53953  0.0527
H -3.43999 4.55680 -0.87718  0.0903
H -4.08074 2.89553 -0.84718  0.0917
H -2.91465 2.30801 -2.82398  0.1003
H -1.17619 2.08057 -2.95395  0.0743
H -2.63770 4.79850 -3.12449  0.0680
H -1.80293 3.96947 -4.43251  0.0807
H -0.87351 4.61576 -3.08353  0.0625

Force components x, y, z for each atom (eV/Å):
-0.05 0.28 1.41
-0.05 0.05 0.03
0.04 0.03 0.06
0.04 -0.02 0.04
0.04 0.06 -0.04
0.00 0.06 0.02
-0.02 -0.01 -0.02
0.05 -0.02 0.02
-0.04 0.08 -0.05
-0.06 -0.06 -0.15
0.03 -0.04 0.08
0.07 0.03 -0.07
0.01 -0.10 0.02
0.01 -0.02 -0.01
0.00 -0.03 -0.02
-0.01 0.00 0.00
-0.03 -0.05 -0.02
-0.02 0.00 0.00
-0.04 -0.04 0.03
0.01 -0.02 -0.02
0.00 -0.01 0.00
0.00 0.01 -0.01
-0.02 -0.01 0.00
-0.02 -0.07 -0.03
0.00 -0.03 0.01
-0.01 0.01 -0.03
0.00 -0.01 -0.03
-0.02 0.00 0.02
-0.04 -0.01 0.01
0.01 0.03 -0.03
-0.02 -0.02 0.02
0.00 0.00 0.00
0.01 0.04 0.01
0.01 0.02 0.05
-0.02 -0.01 -0.02
0.00 -0.01 0.00
0.04 0.12 -0.23
-0.10 -0.02 -0.29
0.03 -0.01 -0.03
0.21 -0.32 -0.38
-0.26 -0.02 0.07
0.19 -0.04 0.05
-0.08 0.04 -0.07
0.02 -0.01 0.07
0.05 0.03 0.00
0.02 0.02 -0.04
0.00 0.00 0.01
-0.01 -0.01 0.01
0.00 -0.01 0.01
0.00 0.00 0.00
-0.01 -0.01 0.00
0.00 -0.01 0.02
0.01 0.01 -0.01
-0.03 0.05 0.00
0.00 -0.01 0.01
0.00 0.00 0.00
-0.02 0.01 0.03
-0.08 -0.07 0.09
0.05 0.17 -0.25
0.04 0.00 0.03
0.02 0.04 -0.01
-0.02 0.13 -0.04
0.01 -0.11 0.12
-0.05 0.06 -0.08
0.02 0.03 0.03
0.01 0.00 0.00
0.01 -0.01 0.01
0.01 0.02 -0.01
0.06 0.01 -0.02
0.01 -0.01 0.03
0.01 -0.01 0.00
0.00 0.01 -0.01
-0.01 -0.01 0.00
-0.01 0.00 0.00
0.00 0.00 0.00
0.01 -0.01 0.00
0.02 -0.01 -0.01
0.00 -0.01 0.00
-0.01 0.00 -0.02
0.00 0.03 0.02
0.09 0.04 0.00
0.03 -0.03 -0.01
-0.03 0.02 0.01
0.05 -0.07 0.11
-0.13 0.07 -0.43
0.04 -0.06 0.04
-0.01 0.06 0.05
0.01 -0.03 0.04
0.02 0.03 -0.02
-0.03 0.01 0.01
-0.01 -0.02 0.00
0.00 0.00 0.00
0.00 0.00 0.00
0.00 0.02 0.02
-0.02 0.01 0.00
0.00 0.00 0.00
-0.04 0.00 -0.03
0.00 0.04 0.01
0.00 -0.01 0.00
0.01 0.00 -0.01
0.00 0.00 0.00
-0.01 -0.01 0.00
-0.04 0.01 0.02
0.04 0.01 -0.02
-0.12 0.09 -0.12
0.15 -0.36 -0.09
-0.05 0.00 -0.01
-0.01 -0.01 -0.01
0.00 0.01 0.00
0.00 -0.02 -0.01
-0.01 0.00 0.00
0.00 0.00 0.02
0.00 -0.02 0.00
0.00 -0.02 0.01
0.04 0.02 0.01
0.02 0.01 0.01
0.00 0.00 0.01
0.01 0.01 0.00

The value obtained for the HOMO energy is -6.07 eV. As for the HOMO-LUMO gap: 6.2 eV. As for the total energy: -137969.5753 eV.

Molecular formula: C46H58BaN4O4P2S5Si
Method: DFT, ωB97M-V/def2-TZVPD

Each line ends with the Löwdin charge.
Positions of all 121 atoms, in Å:
Ba 0.36602 -1.39179 -1.79744  1.4630
S -1.86034 0.83608 -3.43809  -0.0596
S -2.41976 -0.36601 -5.01222  -0.2036
S -0.70254 -1.08492 -5.88341  -0.2623
S 0.00609 -2.61407 -4.70315  -0.3023
C -1.24147 4.55505 -0.05351  -0.3217
N -1.66475 4.12947 1.28169  -0.1772
C -2.76405 3.17778 1.37399  -0.3106
P -2.44172 1.31310 1.29829  1.1052
C -3.94210 0.85808 0.33699  -0.3709
C -5.22400 1.32783 0.64181  -0.1108
C -6.29151 1.01219 -0.18008  -0.1044
C -6.08821 0.24000 -1.32585  -0.0919
C -4.82170 -0.21746 -1.63994  -0.0768
C -3.75588 0.08371 -0.79745  -0.1395
C -2.93966 0.68571 2.97044  -0.3705
C -2.45496 -0.59113 3.26952  -0.0924
C -2.78875 -1.22306 4.45949  -0.0803
C -3.60497 -0.58211 5.38159  -0.1046
C -4.08898 0.68856 5.10058  -0.0986
C -3.76005 1.31489 3.90485  -0.1134
C -0.96449 4.48633 2.42697  -0.2534
C -0.95261 3.65107 3.55131  -0.0246
C -0.27479 4.01562 4.70617  -0.0936
C 0.41603 5.21531 4.78141  -0.1249
C 0.40539 6.05553 3.67269  -0.1047
C -0.27738 5.70905 2.52047  -0.0388
P -0.61083 3.26288 -1.27554  1.0879
C -0.78044 4.23653 -2.82266  -0.3836
C -0.98785 3.50104 -3.98885  -0.1863
C -1.12490 4.14244 -5.21389  -0.0698
C -1.06061 5.52499 -5.28309  -0.1087
C -0.84370 6.26726 -4.12624  -0.1137
C -0.70245 5.62789 -2.90422  -0.1070
C 1.21572 3.44406 -1.03511  -0.3515
C 1.77599 3.59510 0.23612  -0.1221
C 3.15160 3.71068 0.39878  -0.1071
C 3.99137 3.65472 -0.70409  -0.0841
C 3.44913 3.46544 -1.96953  -0.1227
C 2.07640 3.35971 -2.13462  -0.1136
H -0.47448 5.31619 0.04207  0.0603
H -2.10373 5.00048 -0.56261  0.0884
H -3.41722 3.38262 0.52427  0.0873
H -3.32385 3.40868 2.28135  0.0729
H -5.39391 1.93783 1.52314  0.0924
H -7.28335 1.37677 0.06241  0.0899
H -6.92313 0.01570 -1.97981  0.0950
H -4.63274 -0.78381 -2.54369  0.0991
H -2.76042 -0.25705 -1.03336  0.0183
H -1.82397 -1.10640 2.54936  0.0603
H -2.40580 -2.21602 4.66393  0.1005
H -3.86533 -1.07030 6.31325  0.0928
H -4.73335 1.19458 5.81001  0.0944
H -4.15456 2.30703 3.71829  0.0877
H -1.44526 2.68801 3.51575  0.0754
H -0.27387 3.33547 5.55014  0.0997
H 0.95321 5.49147 5.67992  0.0870
H 0.92918 7.00396 3.70789  0.0953
H -0.28291 6.39827 1.68696  0.1014
H -1.05773 2.41979 -3.94464  -0.1484
H -1.29820 3.54755 -6.10227  0.1065
H -1.18620 6.03008 -6.23376  0.0886
H -0.77517 7.34795 -4.17853  0.0870
H -0.51163 6.22812 -2.02159  0.0909
H 1.14451 3.60902 1.11508  0.0809
H 3.56095 3.83766 1.39464  0.0915
H 5.06395 3.74485 -0.57818  0.0920
H 4.09381 3.39230 -2.83761  0.0783
H 1.67337 3.20155 -3.12797  0.1085
C 3.81241 -0.94654 -0.15612  -0.0176
C 3.32140 -2.30665 -0.63092  -0.6130
C 3.53195 -2.47422 -2.13835  -0.0330
C 4.05971 -3.41008 0.11897  -0.0245
O 1.88924 -2.32902 -0.34693  -0.5142
Si 0.88257 -3.64168 -0.11339  -0.3192
S -0.99911 -2.90264 0.16263  0.2132
O 1.45382 -4.62044 1.09867  -0.1648
C 1.27003 -4.59794 2.52694  -0.6408
C 1.31608 -3.17502 3.08253  -0.0324
C 2.42744 -5.41355 3.09522  -0.0385
C -0.05128 -5.27301 2.89423  -0.0418
O 1.18939 -4.50688 -1.48992  -0.1839
C 0.74978 -5.84372 -1.82623  -0.6248
C 0.76488 -5.91893 -3.34666  -0.0434
C -0.65670 -6.13178 -1.30612  -0.0478
C 1.74906 -6.83587 -1.23391  -0.0322
H 4.89135 -0.86668 -0.29850  0.0924
H 3.57567 -0.81587 0.90249  0.0892
H 3.32681 -0.14492 -0.71699  0.0663
H 4.59774 -2.55802 -2.35870  0.0959
H 3.14607 -1.61756 -2.70003  0.0507
H 3.03032 -3.37778 -2.48665  0.0793
H 5.13321 -3.27942 -0.02716  0.0902
H 3.77051 -4.39827 -0.24496  0.0852
H 3.84070 -3.36590 1.18589  0.0697
H 2.22163 -2.66000 2.75327  0.0827
H 1.30695 -3.20003 4.17500  0.0869
H 0.46366 -2.59107 2.73427  0.0496
H 3.38129 -4.93561 2.86045  0.0749
H 2.42867 -6.41519 2.65876  0.0819
H 2.33589 -5.50064 4.18045  0.0810
H -0.88294 -4.72707 2.45027  0.0513
H -0.17349 -5.29905 3.98065  0.0810
H -0.06456 -6.29711 2.51122  0.0826
H 0.15068 -5.12414 -3.77492  0.0120
H 0.38575 -6.88743 -3.68241  0.0842
H 1.78345 -5.78846 -3.72009  0.0875
H -1.35602 -5.37722 -1.66753  0.0804
H -0.68157 -6.12183 -0.21332  0.0680
H -0.98057 -7.11449 -1.65539  0.0845
H 2.74224 -6.66252 -1.65565  0.0843
H 1.44273 -7.85825 -1.46946  0.0825
H 1.80199 -6.71627 -0.15172  0.0686
O 0.73383 -0.14190 1.50087  -0.1055
H 0.98496 0.74440 1.20638  0.0270
H -0.19600 -0.23543 1.24599  -0.0686
N 5.10663 2.24232 -5.30740  0.0740
C 4.36706 2.04114 -4.43141  -0.3860
N 3.61215 1.89949 -3.37428  -0.0259
C 2.63117 1.11967 -3.10971  -0.3574
N 1.72091 0.49915 -2.70892  -0.0702

Force components x, y, z for each atom (eV/Å):
-2.83 2.72 -4.24
-0.64 -2.08 0.83
-0.06 -0.18 -0.21
-0.11 0.18 0.02
0.17 -0.33 0.21
-0.24 0.11 0.06
0.28 -0.52 -0.06
0.23 0.28 -0.06
-0.10 0.08 -0.11
0.05 0.08 0.09
-0.03 -0.06 -0.01
0.03 -0.01 -0.02
0.00 0.04 0.03
0.01 -0.05 0.04
-0.02 -0.02 0.20
0.02 -0.06 -0.10
-0.03 0.00 -0.02
0.00 0.02 -0.01
0.00 0.02 -0.03
0.01 0.00 -0.02
0.00 0.02 0.03
-0.09 0.02 -0.15
-0.02 -0.06 0.04
0.00 0.02 -0.01
-0.02 0.02 -0.03
-0.03 -0.05 0.02
0.08 0.02 -0.01
0.31 -0.10 0.25
-0.22 0.00 -0.17
0.60 1.25 -0.22
-0.01 0.27 0.11
-0.08 -0.01 -0.05
0.01 0.04 -0.01
0.04 0.01 0.07
0.12 0.02 -0.26
0.02 -0.06 0.14
-0.15 -0.21 0.09
-0.13 0.01 0.08
0.62 2.28 1.11
-0.85 1.00 0.77
-0.03 0.09 0.07
0.01 0.08 -0.01
-0.04 -0.06 0.00
-0.08 0.05 0.00
0.02 -0.02 0.01
0.00 -0.01 -0.01
0.01 0.00 0.02
0.00 0.02 0.02
-0.01 -0.05 -0.19
-0.04 0.00 0.06
0.00 0.02 -0.02
0.01 0.01 -0.01
0.02 0.00 0.01
0.01 -0.03 -0.02
0.03 0.06 0.02
-0.02 -0.01 -0.02
0.00 -0.01 -0.01
-0.01 -0.01 -0.01
0.01 -0.03 0.02
0.28 0.41 -0.21
0.04 -0.01 -0.03
0.04 0.04 -0.02
-0.01 0.00 0.00
0.00 0.00 0.01
-0.07 0.08 0.07
-0.01 -0.01 0.02
0.00 0.05 -0.03
-0.13 1.94 1.31
-0.10 0.29 0.16
-0.19 0.07 0.07
0.34 -0.04 -0.09
-0.14 0.02 0.04
-0.19 -0.11 0.01
2.18 -1.33 1.57
0.17 -1.88 1.66
-0.60 -0.76 1.02
-0.16 0.15 0.26
0.07 0.02 -0.06
-0.01 -0.01 -0.17
0.08 0.00 -0.07
0.03 0.04 -0.21
-0.25 -0.06 0.23
0.05 -0.04 -0.17
0.04 0.13 0.02
0.06 0.19 0.06
0.00 0.09 0.02
-0.01 0.02 -0.03
0.04 -0.01 -0.03
0.05 0.00 0.03
0.00 0.05 0.02
0.07 -0.07 0.03
0.06 0.02 -0.03
0.00 0.01 -0.03
0.01 0.04 0.02
0.03 0.03 -0.01
-0.02 -0.02 0.02
-0.01 -0.01 -0.01
0.02 0.00 -0.01
-0.03 -0.03 0.01
0.00 0.03 0.02
0.01 0.00 -0.01
-0.03 0.03 -0.01
0.01 0.00 -0.03
0.00 0.02 0.03
-0.02 -0.06 -0.01
0.03 0.00 0.00
-0.03 0.00 0.00
0.01 -0.03 0.00
-0.02 0.00 -0.02
0.03 -0.01 0.00
-0.02 0.00 0.02
0.02 0.01 -0.01
0.00 -0.03 0.00
0.15 0.12 -0.16
-0.12 -0.03 0.05
0.07 0.10 0.05
-0.08 0.20 0.25
-0.20 -0.88 -0.43
0.26 -3.92 -2.42
0.13 -0.94 -0.65
1.28 1.29 -0.44

The value obtained for the HOMO energy is -1.16 eV. As for the HOMO-LUMO gap: 4.8 eV. Its charge is -2. As for the total energy: -144126.7521 eV.

Question: Look up the HOMO energy of the second one.
Answer: -1.16 eV

Question: Which value of HOMO energy does entry 2 give?
Answer: -1.16 eV